Record 1
C4H8S6 | ωB97M-V with the def2-TZVPD basis set

XYZ file:
```
18
Properties=species:S:1:pos:R:3
C 1.98 -0.41 1.29
C 2.32 1.29 -0.75
C 0.36 -0.58 -0.94
C -2.17 -0.32 0.21
S 3.02 1.00 0.94
S 1.52 -1.59 -0.07
S 0.46 1.12 -0.84
S -2.53 -1.97 0.77
S -2.90 0.20 -1.25
S -1.62 0.77 1.48
H 2.44 -0.96 1.98
H 1.00 0.08 1.57
H 2.58 2.31 -1.09
H 2.69 0.45 -1.36
H -0.42 -0.88 -1.63
H -2.77 -2.54 -0.40
H -4.28 0.13 -0.85
H -1.67 1.92 0.95
```

Frontier orbital gap (alpha / beta) ... 0.237 / 0.272 hartree
DFT total energy ... -2546.1858 a.u.

=====

Record 2
C24H25N3O4 | ωB97M-V with the def2-TZVPD basis set

XYZ file:
```
56
Properties=species:S:1:pos:R:3
C -1.21 1.39 2.64
O -1.67 2.35 1.72
C -2.93 2.84 1.86
C -3.82 2.47 2.86
C -5.08 3.03 2.92
C -5.48 3.97 1.99
C -4.60 4.34 0.99
C -3.33 3.80 0.91
C -2.37 4.21 -0.18
N -1.89 3.08 -0.93
C -0.59 2.77 -1.04
O 0.32 3.49 -0.68
C -0.40 1.42 -1.73
O -1.30 1.00 -2.46
C 0.82 0.68 -1.52
C 1.18 -0.37 -2.34
N 2.32 -0.95 -1.92
C 3.00 -2.04 -2.55
C 3.17 -3.26 -1.63
O 4.27 -3.66 -1.32
N 2.04 -3.84 -1.19
C 0.67 -3.55 -1.58
C -0.17 -4.57 -0.81
C 0.79 -5.74 -0.62
C 2.11 -5.03 -0.35
C 2.75 -0.30 -0.78
C 3.85 -0.56 0.01
C 4.04 0.24 1.12
C 3.14 1.27 1.43
C 2.04 1.53 0.64
C 1.83 0.74 -0.49
H -1.82 0.49 2.63
H -1.18 1.80 3.66
H -0.20 1.14 2.33
H -3.53 1.74 3.60
H -5.76 2.73 3.71
H -6.46 4.40 2.04
H -4.90 5.07 0.25
H -2.86 4.93 -0.85
H -1.48 4.68 0.25
H -2.56 2.41 -1.30
H 0.67 -0.70 -3.23
H 4.01 -1.74 -2.85
H 2.44 -2.34 -3.45
H 0.39 -2.52 -1.32
H 0.56 -3.68 -2.66
H -1.07 -4.84 -1.36
H -0.45 -4.16 0.16
H 0.50 -6.40 0.20
H 0.86 -6.33 -1.54
H 3.00 -5.61 -0.62
H 2.20 -4.74 0.70
H 4.54 -1.36 -0.23
H 4.89 0.07 1.76
H 3.32 1.87 2.30
H 1.38 2.35 0.87
```

SMILES ... COc1ccccc1CNC(=O)C(=O)c1cn(CC(=O)N2CCCC2)c2ccccc12
Frontier orbital gap ... 0.307 hartree
DFT total energy ... -1394.8218 a.u.

=====

Record 3
C3H6N2O3 | ωB97M-V with the def2-TZVPD basis set

XYZ file:
```
14
Properties=species:S:1:pos:R:3
C -1.08 1.62 -0.17
C -0.58 0.22 0.03
N -1.34 -0.81 0.23
O -2.69 -0.46 0.24
O 0.78 0.19 -0.05
C 1.43 -0.97 0.14
N 2.75 -0.80 -0.10
O 0.99 -2.06 0.48
H -1.65 1.94 0.71
H -1.71 1.66 -1.06
H -0.24 2.32 -0.31
H -3.12 -1.33 0.38
H 3.10 0.08 -0.45
H 3.35 -1.61 -0.07
```

SMILES ... C/C(=N\O)OC(N)=O
Frontier orbital gap ... 0.372 hartree
DFT total energy ... -453.1098 a.u.